[1]
19
Properties=species:S:1:pos:R:3:nbo_charge:R:1 method="wB97M-V/def2-TZVPD" e_tot_ev=-10398.6336 multiplicity=1 de_lowest_kj_mol=287.29 homo_ev=-8.322 smiles=N[C@H]1[C@@H]2[C@@H]3N[C@H]4[C@@H]([C@@H]32)[C@@H]14 charge=0
N -1.352 -0.808 -1.927 -0.84
C -0.231 -0.617 -1.132 -0.04
C 0.023 0.857 -0.799 -0.25
C 0.892 1.348 0.314 -0.06
N 1.660 0.352 1.018 -0.60
C 0.671 -0.697 1.197 -0.07
C -0.675 -0.172 1.115 -0.23
C -0.599 1.142 0.508 -0.27
C -0.190 -1.250 0.173 -0.26
H -1.455 -0.321 -2.789 0.38
H -2.233 -0.822 -1.395 0.36
H 0.642 -0.992 -1.726 0.18
H -0.025 1.591 -1.678 0.22
H 1.471 2.249 0.166 0.22
H 2.498 -0.039 0.544 0.37
H 0.902 -1.423 1.940 0.21
H -1.548 -0.392 1.866 0.23
H -1.228 1.906 0.865 0.24
H -0.526 -2.229 0.313 0.23

***

[2]
22
Properties=species:S:1:pos:R:3:nbo_charge:R:1 method="wB97M-V/def2-TZVPD" e_tot_ev=-11912.4301 multiplicity=1 de_lowest_kj_mol=589.62 homo_ev="-12.191 / -13.997" charge=+1
C 0.289 2.347 -0.219 0.14
C -1.945 0.215 -0.576 0.51
C 0.294 0.403 1.346 -0.46
C -1.174 0.889 1.600 -0.23
C 0.801 1.106 0.089 0.16
C 2.206 -0.874 -0.904 -0.59
C 1.707 0.569 -0.909 -0.50
N -0.049 3.416 -0.468 -0.18
N -2.142 0.196 0.713 -0.56
N -2.688 -0.273 -1.539 -0.77
H 0.833 0.790 2.141 0.26
H 0.190 -0.721 1.318 0.25
H -1.318 0.512 2.694 0.24
H -1.088 2.010 1.638 0.25
H 1.428 -1.444 -1.401 0.21
H 2.395 -1.380 0.141 0.22
H 3.099 -0.984 -1.409 0.23
H 1.547 0.847 -1.863 0.25
H 2.740 0.995 -0.767 0.29
H -2.864 -0.250 1.087 0.41
H -2.311 -0.587 -2.394 0.43
H -3.739 -0.280 -1.499 0.42

***

[3]
108
Properties=species:S:1:pos:R:3:mulliken_charge:R:1 method="wB97M-V/def2-TZVPD" e_tot_ev=-218867.3761 multiplicity=1 de_lowest_kj_mol=423.54 homo_ev=-10.567 smiles="COP(=O)(OC)OC.COP(=O)(OC)OC.COP(=O)(OC)OC.COP(=O)(OC)OC.ClCCCl.ClCCCl.ClCCCl.ClCCCl.ClCCCl" charge=0
C -5.193 -7.390 3.567 -0.66
O -5.123 -5.944 3.324 -0.30
P -4.153 -5.444 2.140 1.02
O -2.717 -5.765 2.228 -0.67
O -4.884 -6.118 0.847 -0.26
C -4.374 -5.896 -0.444 -0.73
O -4.567 -3.843 2.116 -0.28
C -5.908 -3.410 2.256 -0.61
H -6.155 -7.748 3.934 0.28
H -4.490 -7.637 4.363 0.25
H -5.069 -7.979 2.658 0.29
H -4.402 -4.851 -0.751 0.28
H -4.908 -6.594 -1.089 0.27
H -3.382 -6.322 -0.594 0.32
H -6.635 -4.154 2.582 0.30
H -6.296 -3.203 1.259 0.26
H -5.969 -2.465 2.795 0.25
C 3.431 9.337 1.893 -0.75
O 2.722 8.457 2.641 -0.26
P 1.168 8.033 2.271 0.98
O 0.961 7.566 0.862 -0.62
O 0.326 9.371 2.818 -0.32
C -1.045 9.414 2.898 -0.71
O 0.838 6.908 3.446 -0.28
C 1.404 5.572 3.253 -0.65
H 3.519 10.410 2.063 0.28
H 3.054 9.283 0.871 0.34
H 4.460 8.981 1.844 0.27
H -1.495 10.367 2.622 0.29
H -1.349 9.393 3.945 0.29
H -1.606 8.628 2.392 0.31
H 2.397 5.624 2.806 0.30
H 0.791 4.738 2.910 0.26
H 1.557 5.356 4.311 0.28
C -2.732 3.625 -1.807 -0.55
O -2.842 3.855 -3.168 -0.19
P -4.187 3.522 -4.032 1.02
O -5.460 4.010 -3.481 -0.68
O -4.054 1.923 -4.217 -0.25
C -4.597 1.098 -3.258 -0.82
O -3.810 3.986 -5.586 -0.39
C -2.510 3.702 -6.072 -0.63
H -2.941 4.541 -1.255 0.24
H -1.696 3.388 -1.561 0.25
H -3.372 2.787 -1.530 0.21
H -3.799 0.431 -2.931 0.35
H -5.497 0.550 -3.539 0.26
H -5.013 1.540 -2.353 0.32
H -1.938 4.618 -6.219 0.22
H -2.818 3.285 -7.031 0.27
H -2.125 2.856 -5.502 0.36
C -5.276 -1.233 7.420 -0.72
O -3.965 -1.141 6.985 -0.20
P -3.222 0.260 7.166 0.99
O -3.402 0.861 8.522 -0.71
O -1.645 -0.100 7.032 -0.31
C -1.124 -0.602 5.801 -0.66
O -3.683 1.103 5.841 -0.25
C -3.441 2.479 5.775 -0.81
H -5.969 -0.770 6.717 0.28
H -5.439 -0.621 8.307 0.35
H -5.563 -2.281 7.502 0.23
H -0.156 -0.128 5.634 0.26
H -1.755 -0.415 4.933 0.31
H -0.860 -1.659 5.835 0.27
H -2.665 2.979 6.355 0.34
H -4.267 3.190 5.803 0.31
H -3.185 2.693 4.737 0.30
Cl 0.192 -2.584 -3.339 -0.20
C 0.585 -2.398 -1.624 -0.32
C 1.663 -1.343 -1.365 -0.45
Cl 1.614 -0.623 0.234 -0.19
H 0.977 -3.302 -1.157 0.30
H -0.279 -2.120 -1.020 0.27
H 1.716 -0.500 -2.054 0.32
H 2.635 -1.825 -1.473 0.28
Cl 3.863 -7.487 0.495 -0.19
C 4.258 -8.676 1.821 -0.46
C 3.722 -10.057 1.476 -0.37
Cl 2.076 -10.234 2.273 -0.19
H 3.874 -8.253 2.749 0.33
H 5.338 -8.672 1.968 0.29
H 4.378 -10.819 1.899 0.27
H 3.717 -10.204 0.396 0.33
Cl 3.005 4.168 -4.933 -0.16
C 3.249 5.889 -4.562 -0.40
C 4.426 6.541 -5.289 -0.46
Cl 3.891 6.706 -7.001 -0.19
H 3.408 6.061 -3.497 0.29
H 2.415 6.561 -4.766 0.33
H 5.293 5.890 -5.405 0.28
H 4.805 7.480 -4.887 0.32
Cl 2.833 -7.997 -4.802 -0.21
C 3.722 -6.815 -5.853 -0.49
C 5.194 -6.510 -5.275 -0.29
Cl 6.050 -5.827 -6.566 -0.19
H 3.090 -5.931 -5.770 0.28
H 3.660 -7.202 -6.870 0.34
H 5.751 -7.405 -4.997 0.29
H 4.978 -5.779 -4.495 0.26
Cl 9.956 -0.962 -2.921 -0.18
C 9.615 -0.876 -4.678 -0.48
C 8.512 0.068 -5.028 -0.35
Cl 7.049 -0.852 -4.682 -0.18
H 9.307 -1.878 -4.976 0.31
H 10.533 -0.609 -5.203 0.30
H 8.560 0.297 -6.093 0.25
H 8.470 1.065 -4.590 0.32

***

[4]
86
Properties=species:S:1:pos:R:3:mulliken_charge:R:1 method="wB97M-V/def2-TZVPD" e_tot_ev=-84615.0201 multiplicity=1 de_lowest_kj_mol=57.83 homo_ev="-11.012 / -11.013" charge=+1
Pt 0.489 -0.637 -0.684 1.45
C -0.220 1.075 -1.720 -0.48
C -1.387 0.353 -1.252 1.39
C -1.789 1.056 0.006 -1.41
C -1.076 2.265 0.071 -0.48
C -0.104 2.293 -0.910 -0.96
C 0.881 3.381 -1.170 1.80
C 2.220 2.817 -1.650 -1.52
C 0.243 4.220 -2.304 -1.74
C 1.092 4.262 0.063 -1.79
C -2.702 0.612 1.135 2.72
C -4.187 0.697 0.725 -1.92
C -2.389 -0.835 1.578 -1.26
C -2.536 1.526 2.357 -2.22
C -2.334 -0.297 -2.288 2.32
C -2.940 -1.622 -1.826 -1.56
C -3.429 0.720 -2.659 -1.70
C -1.590 -0.532 -3.606 -1.78
H 0.095 1.089 -2.753 0.97
H -1.134 2.962 0.890 0.63
H 2.113 2.207 -2.548 0.28
H 2.692 2.207 -0.877 0.22
H 2.892 3.644 -1.885 0.50
H 0.115 3.633 -3.214 0.32
H 0.910 5.054 -2.529 0.49
H -0.726 4.622 -2.004 0.35
H 1.419 3.672 0.921 0.33
H 0.186 4.804 0.336 0.37
H 1.864 5.002 -0.149 0.46
H -4.483 -0.094 0.042 0.34
H -4.437 1.663 0.285 0.39
H -4.777 0.585 1.636 0.55
H -2.098 -1.478 0.752 0.10
H -3.278 -1.259 2.047 0.64
H -1.584 -0.838 2.311 -0.14
H -2.874 2.544 2.160 0.42
H -1.501 1.552 2.698 0.37
H -3.147 1.131 3.169 0.47
H -3.572 -1.523 -0.946 0.19
H -2.160 -2.356 -1.605 0.08
H -3.558 -2.030 -2.627 0.56
H -4.074 0.995 -1.837 0.32
H -4.057 0.301 -3.447 0.46
H -2.977 1.634 -3.054 0.30
H -0.671 -1.091 -3.498 0.17
H -1.359 0.409 -4.107 0.37
H -2.233 -1.103 -4.276 0.50
C 3.492 -0.493 4.588 -1.06
Si 1.708 -1.033 4.657 0.14
C 1.400 -2.191 6.090 -1.18
C 0.563 0.443 4.753 -0.88
C 1.339 -2.012 3.070 0.19
C 1.476 -3.399 3.035 0.03
C 1.253 -4.142 1.877 -1.39
C 0.892 -3.489 0.720 -0.19
N 0.736 -2.160 0.733 -0.05
C 0.951 -1.447 1.860 0.02
S 0.654 0.244 1.423 -0.33
H 3.789 0.015 5.507 0.38
H 3.660 0.195 3.757 0.29
H 4.154 -1.350 4.452 0.35
H 1.340 -1.625 7.021 0.38
H 2.206 -2.918 6.207 0.34
H 0.463 -2.740 5.977 0.37
H 0.574 0.827 5.776 0.51
H -0.471 0.187 4.512 0.23
H 0.880 1.256 4.097 0.23
H 1.759 -3.927 3.939 0.43
H 1.348 -5.218 1.875 0.46
H 0.688 -3.999 -0.214 0.50
O -0.066 -4.287 -2.452 -0.66
S 0.694 -3.368 -3.245 1.02
O 0.175 -2.909 -4.492 -0.63
N 1.111 -2.057 -2.266 -0.44
C 2.411 -2.003 -2.042 0.99
S 2.919 -0.804 -0.943 -0.54
C 3.203 -3.044 -2.717 0.25
C 4.569 -3.261 -2.682 -0.68
C 5.069 -4.351 -3.384 -0.64
C 4.220 -5.202 -4.086 -0.56
C 2.844 -4.993 -4.110 -0.80
C 2.370 -3.900 -3.418 0.17
H 5.221 -2.601 -2.125 0.50
H 6.133 -4.546 -3.382 0.42
H 4.637 -6.044 -4.622 0.42
H 2.182 -5.654 -4.650 0.51

***

[5]
48
Properties=species:S:1:pos:R:3:nbo_charge:R:1 method="wB97M-V/def2-TZVPD" e_tot_ev=-26101.9594 multiplicity=1 de_lowest_kj_mol=111.32 homo_ev=-8.561 smiles=CC(C)CCNCN.O.O.O.O.O.O.O.O charge=0
C 2.004 2.212 -0.642 -0.62
C 0.979 1.383 0.131 -0.23
C 1.043 1.668 1.640 -0.62
C -0.467 1.606 -0.343 -0.41
C -0.837 1.418 -1.846 -0.23
N -0.730 0.053 -2.385 -0.66
C 0.616 -0.477 -2.619 -0.05
N 0.682 -1.903 -2.372 -0.88
H 1.938 3.257 -0.344 0.21
H 3.003 1.786 -0.527 0.21
H 1.845 2.106 -1.717 0.21
H 1.151 0.312 -0.047 0.19
H 0.573 0.832 2.165 0.23
H 0.602 2.650 1.833 0.19
H 2.082 1.671 1.977 0.21
H -1.173 1.014 0.243 0.20
H -0.726 2.624 -0.008 0.20
H -1.849 1.820 -1.877 0.21
H -0.075 1.933 -2.434 0.19
H -1.330 -0.592 -1.890 0.37
H 1.394 -0.011 -1.998 0.15
H 0.888 -0.226 -3.644 0.18
H 0.322 -2.474 -3.125 0.38
H 0.132 -2.172 -1.557 0.40
O 0.952 -1.888 2.341 -1.00
H 1.728 -1.751 1.770 0.51
H 1.137 -2.559 3.001 0.48
O -0.878 -2.416 0.167 -0.98
H -0.945 -1.456 0.089 0.48
H -0.222 -2.562 0.864 0.51
O -2.024 2.378 3.239 -0.97
H -1.086 2.359 3.022 0.48
H -2.125 1.879 4.054 0.48
O -2.920 -4.000 0.998 -0.97
H -3.165 -3.640 1.854 0.45
H -2.436 -3.279 0.547 0.50
O 3.237 -2.459 -1.639 -0.98
H 2.993 -3.360 -1.404 0.48
H 2.407 -2.010 -1.853 0.50
O 3.292 -1.381 0.909 -0.99
H 3.268 -1.575 -0.058 0.51
H 3.700 -0.509 0.947 0.47
O -2.873 -0.319 -0.085 -0.95
H -2.674 -0.136 0.837 0.47
H -2.946 0.549 -0.499 0.49
O -3.307 2.560 0.424 -0.97
H -2.941 2.722 1.301 0.50
H -4.239 2.362 0.562 0.48